H3O2PS | ωB97M-V/def2-TZVPD

Each line ends with the Löwdin charge.
Element x y z (Å)
O -0.23688 1.29353 0.37919  -0.36
O -0.54098 -1.15392 1.05282  -0.30
P 0.13160 -0.19951 -0.14013  0.23
S 2.04022 -0.56737 0.03901  0.23
H -0.68690 2.05923 -0.17457  0.14
H 0.19687 -1.69314 1.25564  -0.03
H -0.90392 0.26119 -2.41197  0.09

Forces on atoms 1 to 3 (eV/Å):
O -1.449 1.788 -1.350
O -1.477 2.122 -2.015
P 0.131 0.603 1.094

## Properties
HOMO-LUMO gap (alpha / beta), eV: 7.340 / 8.040
E, hartree: -891.73627
Total charge: 0